DFT (ωB97M-V/def2-TZVPD) results for an isolated molecule of C3H5NS at a distorted geometry.

Last column: natural (NBO) charge in e.
Atoms and positions in Å:
N  0.65  -0.93  1.57  -0.79
C  -0.05  -0.49  0.47  0.11
C  0.34  0.35  -0.57  -0.35
C  -0.73  0.68  -1.48  -0.26
S  -0.72  1.81  -2.67  -0.04
H  0.13  -0.71  2.43  0.39
H  1.59  -0.64  1.61  0.38
H  -1.02  -0.91  0.38  0.18
H  1.36  0.74  -0.51  0.22
H  -1.56  0.09  -1.25  0.17

Properties
Kohn-Sham gap (eV): 8.14
Total charge: 0
HOMO level (Eh): -0.3043
Energy relative to the best compared isomer or geometry (same formula, charge and spin) (kcal/mol): 17.0
Calculated total energy (eV): -15516.1338
Molar mass (g mol⁻¹): 87.1
SMILES: N/C=C/C=S
Multiplicity: 1